Entry 1:
Here is C33H57CaN3O4Si as an isolated structure at a distorted geometry from the Open Molecules 2025 dataset. Energies are from ωB97M-V/def2-TZVPD.

CARTESIAN COORDINATES (ANGSTROEM)
O  0.07958  2.48910  -1.24499
O  -0.18248  1.74091  -5.18024
C  -1.12453  3.21087  -1.69913
C  -1.24789  4.54997  -1.01382
H  -1.97822  2.55965  -1.48006
H  -1.07137  3.31958  -2.78969
H  -1.23561  4.46012  0.07687
H  -2.19535  5.02831  -1.29443
H  -0.42035  5.21199  -1.29562
C  1.33542  2.79280  -1.94394
C  1.17754  3.78453  -3.06144
H  1.71132  1.83733  -2.34214
H  2.04721  3.13588  -1.17553
H  0.62550  3.35100  -3.90789
H  2.16944  4.04350  -3.43909
H  0.67272  4.69471  -2.72863
C  0.87617  0.76725  -5.29054
C  -1.32600  1.44342  -5.99780
C  2.06255  1.32066  -6.05184
H  0.52477  -0.13831  -5.81055
H  1.17633  0.47762  -4.26725
H  1.74106  1.57266  -7.07110
H  2.84481  0.55289  -6.09605
H  2.46353  2.22292  -5.57518
C  -1.12044  1.82358  -7.44467
H  -2.17655  1.96322  -5.54075
H  -1.53295  0.35988  -5.96579
H  -0.74628  2.84763  -7.51645
H  -2.07389  1.73107  -7.96849
H  -0.40601  1.12306  -7.89307
H  -1.51764  -0.89751  -4.06783
N  -1.23439  0.07721  1.67675
C  -1.64544  -1.07687  2.19113
C  -1.31790  -2.32896  1.63394
C  -0.23133  -2.62713  0.79423
C  -2.52953  -1.08824  3.42088
H  -3.49641  -0.60379  3.22435
H  -2.05420  -0.57854  4.27267
H  -2.71158  -2.13085  3.70547
C  0.01380  -4.08725  0.47599
H  0.93872  -4.44436  0.95474
H  0.12348  -4.24279  -0.60543
H  -0.81583  -4.70167  0.84007
N  0.62956  -1.71280  0.32504
C  -1.58679  1.32640  2.26853
C  -2.71467  2.04522  1.80815
C  -3.56978  1.52708  0.69584
C  -3.01411  3.27395  2.39306
H  -3.88297  3.83160  2.02733
C  -2.22925  3.77721  3.43196
H  -2.48713  4.72636  3.90479
C  -1.10825  3.07218  3.87406
H  -0.47672  3.44972  4.68271
C  -0.76824  1.85501  3.29308
C  0.46154  1.11199  3.72982
C  1.97641  -2.11586  0.07704
C  2.42321  -2.39488  -1.23951
C  1.47313  -2.40696  -2.40057
C  3.75560  -2.75035  -1.44615
H  4.08857  -2.95603  -2.46723
C  4.63221  -2.86544  -0.36524
H  5.66346  -3.17104  -0.52649
C  4.18554  -2.61957  0.93555
H  4.84883  -2.72049  1.79521
C  2.86714  -2.24733  1.17543
C  2.39114  -1.99710  2.57506
Ca  0.38399  0.70781  0.10237
H  -3.27266  1.97239  -0.26699
H  -4.61647  1.81980  0.86886
H  -3.53574  0.43808  0.57766
H  0.24334  0.08265  4.05971
H  0.94006  1.64064  4.56887
H  1.22099  1.07544  2.92872
H  1.95704  -1.95927  -3.28143
H  0.53855  -1.86590  -2.21209
H  1.20140  -3.43997  -2.67867
H  1.99698  -0.98093  2.70587
H  3.23788  -2.10540  3.26084
H  1.61909  -2.71284  2.89664
H  -1.91772  -3.17473  1.97367
C  -1.97383  -0.62416  -3.11410
Si  -3.39242  -1.84829  -2.92156
H  -2.23594  0.44442  -3.13401
H  -1.24961  -0.76337  -2.29824
C  -4.81031  -0.94344  -3.73821
C  -3.59520  -2.33523  -1.12432
C  -2.66099  -3.13813  -4.09833
H  -1.98334  -2.66355  -4.82609
H  -3.42513  -3.65328  -4.68633
H  -2.06762  -3.90324  -3.58654
H  -5.17052  -0.11596  -3.11118
H  -5.66794  -1.59661  -3.94079
H  -4.49249  -0.50963  -4.70154
H  -3.62136  -1.44037  -0.48976
H  -2.76847  -2.96206  -0.76745
H  -4.52329  -2.88941  -0.94295
O  2.85843  3.10804  1.60752
N  2.49449  2.34257  0.73235
O  2.38707  1.06382  1.00604

As for the LUMO energy: 0.42 eV. The frontier orbital gap is 7.77 eV. The energy above the lowest of the compared OMol25 structures with the same formula, charge and spin is 0.000 eV. As for the HOMO energy: -7.3 eV. The molar mass comes out at 628.00 g mol⁻¹.

Entry 2:
Here is C60H59CdClN8O3PS2 as an isolated structure from the Open Molecules 2025 dataset. Energies are from ωB97M-V/def2-TZVPD.

CARTESIAN COORDINATES (ANGSTROEM)
Cd  -0.44161  -1.10122  0.23130
O  1.91604  -3.00874  -2.76075
C  1.35163  -2.68282  -1.71151
N  0.95550  -1.46460  -1.35784
C  1.10601  -0.43606  -2.35084
C  -0.12992  0.42536  -2.48269
C  -0.20450  1.36113  -3.51238
C  -1.34665  2.11547  -3.66352
C  -2.40268  1.92110  -2.77813
C  -2.25261  0.98479  -1.77975
N  -1.14090  0.25252  -1.63051
C  1.04206  -3.79224  -0.70971
C  1.53047  -5.06265  -0.98669
C  1.22625  -6.10386  -0.12933
C  0.43568  -5.84587  0.98002
C  -0.00294  -4.55036  1.18491
N  0.29331  -3.53939  0.36980
H  1.31538  -0.88220  -3.32684
H  1.96090  0.22280  -2.13484
H  0.63067  1.46457  -4.19357
H  -1.42600  2.83565  -4.46726
H  -3.32670  2.47424  -2.87254
H  -3.04067  0.79073  -1.06386
H  2.12945  -5.19083  -1.87622
H  1.59477  -7.10260  -0.32398
H  0.16227  -6.62604  1.67687
H  -0.61318  -4.31117  2.04875
Cl  -1.89450  -1.98213  2.79643
C  -0.71349  -2.35096  4.02991
C  -1.18954  -2.96027  5.18139
C  -0.30438  -3.25120  6.20486
C  1.03845  -2.92208  6.07570
C  1.48840  -2.30808  4.92110
C  0.62627  -2.01731  3.86117
P  1.25390  -1.13483  2.37686
C  2.67736  -2.09336  1.79139
C  3.39026  -1.50802  0.74326
C  4.43818  -2.18615  0.14392
C  4.77349  -3.46242  0.57790
C  4.06180  -4.05237  1.61189
C  3.01429  -3.37235  2.21851
C  2.00681  0.30112  3.21203
C  1.16282  1.36566  3.52284
C  1.65762  2.47117  4.19521
C  2.99753  2.52217  4.55990
C  3.83989  1.46330  4.25411
C  3.34818  0.35384  3.57858
H  -2.24036  -3.19774  5.26876
H  -0.66692  -3.72770  7.10566
H  1.73169  -3.13650  6.87744
H  2.53405  -2.03849  4.83465
H  3.11117  -0.52207  0.38482
H  4.97717  -1.72807  -0.67445
H  5.58360  -3.99999  0.10334
H  4.31587  -5.04970  1.94622
H  2.45514  -3.85400  3.01074
H  0.12339  1.33234  3.21157
H  1.00367  3.30433  4.41939
H  3.38526  3.38890  5.07868
H  4.88393  1.50110  4.53721
H  4.01363  -0.46215  3.32484
O  0.80555  1.52491  0.44339
S  1.17075  2.61843  -0.51514
C  2.95001  2.76410  -0.52617
C  3.67627  2.34223  0.57411
C  5.05940  2.42610  0.53670
C  5.69705  2.92806  -0.59087
C  4.95599  3.34111  -1.68997
C  3.57156  3.24905  -1.66737
C  0.78544  4.17263  0.29758
C  0.06201  4.12934  1.47489
C  -0.30931  5.32376  2.07995
C  0.03680  6.53637  1.50467
C  0.75554  6.56319  0.31478
C  1.12843  5.37900  -0.29891
H  3.15361  1.96106  1.44109
H  5.63757  2.10029  1.39155
H  6.77664  2.99286  -0.61696
H  5.45515  3.71837  -2.57219
H  2.98883  3.53710  -2.53435
H  -0.20934  3.17188  1.89547
H  -0.87431  5.30304  3.00394
H  -0.25357  7.46480  1.97827
H  1.02688  7.50917  -0.13394
H  1.69037  5.40166  -1.22404
C  -4.56293  2.82724  0.31582
N  -4.70021  2.50271  1.72294
C  -6.07417  2.51042  2.20649
C  -3.68054  1.96550  2.43157
S  -2.32661  1.29053  1.69138
N  -3.80646  2.01436  3.78654
C  -2.92043  1.22498  4.62507
C  -4.29731  3.22147  4.44665
H  -5.09695  3.75781  0.11724
H  -4.99431  2.03995  -0.31055
H  -3.51354  2.94774  0.06335
H  -6.70723  2.03258  1.45603
H  -6.44684  3.52403  2.36828
H  -6.15199  1.94802  3.13193
H  -2.79555  0.22987  4.20881
H  -3.37237  1.15055  5.61401
H  -1.93338  1.68961  4.71915
H  -4.65961  3.94060  3.71961
H  -3.47425  3.68321  4.99908
H  -5.09749  2.99161  5.15180
C  2.26396  0.56359  -7.91442
C  1.17930  -0.11323  -7.12128
C  1.46217  -1.19858  -6.29703
C  0.45960  -1.84676  -5.59661
C  -0.85981  -1.41825  -5.70484
N  -1.81946  -2.12060  -4.93939
C  -3.17259  -1.98364  -4.96338
O  -3.80627  -1.26571  -5.70107
N  -3.82968  -2.86112  -4.06917
C  -3.63665  -2.96960  -2.69072
C  -4.54949  -3.70770  -1.93841
C  -4.32120  -3.89101  -0.59276
C  -3.20909  -3.30392  -0.00896
N  -2.36737  -2.54070  -0.70004
C  -2.56738  -2.39178  -2.01160
C  -1.16803  -0.33763  -6.52300
C  -0.14609  0.29769  -7.21461
H  3.22097  0.51977  -7.39483
H  2.02278  1.60974  -8.10158
H  2.39573  0.07949  -8.88409
H  2.48320  -1.54836  -6.19893
H  0.70944  -2.68664  -4.95506
H  -1.46391  -2.91705  -4.43349
H  -4.78728  -3.00007  -4.35936
H  -5.41018  -4.15587  -2.42048
H  -4.99479  -4.48898  0.00504
H  -2.99413  -3.45256  1.03852
H  -1.84052  -1.78648  -2.52916
H  -2.18873  -0.00580  -6.62217
H  -0.39629  1.13674  -7.85353

As for the total charge: +1. As for the LUMO energy: -1.58 eV. The frontier orbital gap is 8.27 eV. The energy above the lowest of the compared OMol25 structures with the same formula, charge and spin is 0.077 eV. As for the HOMO energy: -9.9 eV. The molar mass comes out at 1183.16 g mol⁻¹.